A cluster of 17 separate species, C63H153N7O17 in total, computed with ωB97M-V/def2-TZVPD.

Last columns: bonded neighbours and bond lengths (Å).
Atoms and positions in Å:
1 O -1.25760 -0.61537 -0.81842  H2 0.960, H3 0.964
2 H -1.40257 -1.36391 -1.40226  O1 0.960
3 H -2.15503 -0.40225 -0.53887  O1 0.964
4 O -1.94760 -1.37351 3.24303  H5 1.004, H6 0.976
5 H -1.01149 -1.15635 2.95351  O4 1.004
6 H -1.91834 -1.38883 4.21856  O4 0.976
7 O -4.20037 -0.05531 -0.25345  H8 0.970, H9 0.975
8 H -3.93504 0.46484 0.52117  O7 0.970
9 H -4.56337 -0.82430 0.22303  O7 0.975
10 O 1.39280 0.88754 -1.22709  H11 0.965, H12 0.962
11 H 0.47718 0.59736 -1.13301  O10 0.965
12 H 1.92133 0.34530 -0.63424  O10 0.962
13 O 2.97754 -0.07701 0.96643  H14 0.983, H15 0.992
14 H 3.45616 0.77268 0.84461  O13 0.983
15 H 3.64720 -0.72198 0.62082  O13 0.992
16 O -4.18316 -2.13776 1.42577  H17 0.976, H18 0.957
17 H -3.39790 -1.98580 1.98480  O16 0.976
18 H -4.72478 -2.71684 1.96111  O16 0.957
19 O 2.40734 2.99630 -2.98175  H20 0.978, H21 0.957
20 H 2.05852 3.27345 -2.11159  O19 0.978
21 H 2.05792 2.10556 -3.01016  O19 0.957
22 O -3.18783 -2.52292 -1.90930  H23 0.983, H24 0.964
23 H -3.50829 -2.80013 -1.02248  O22 0.983
24 H -3.60041 -1.66042 -2.03100  O22 0.964
25 O 0.19287 -0.64775 1.62345  H26 0.955, H27 0.962
26 H 0.08658 -0.74301 0.67886  O25 0.955
27 H 1.08922 -0.33510 1.78030  O25 0.962
28 O 1.97243 3.49121 0.03440  H29 0.978, H30 0.969
29 H 2.87806 3.55396 0.39784  O28 0.978
30 H 1.77147 2.55246 -0.09901  O28 0.969
31 C -5.58254 -2.69448 -5.02806  C32 1.524, H42 1.102, H43 1.094, H44 1.088
32 C -4.36630 -2.48081 -5.92139  C31 1.524, C33 1.522, N37 1.479, C41 1.593
33 C -4.52998 -1.20419 -6.73353  C32 1.522, C34 1.508, H45 1.089, H46 1.087
34 C -3.26168 -0.72423 -7.39311  C33 1.508, C35 1.495, H47 1.086, H48 1.097
35 C -2.15516 -0.78569 -6.38911  C34 1.495, C36 1.453, H49 1.112, H50 1.104
36 C -1.96863 -1.99805 -5.61058  C35 1.453, N37 1.466, C39 1.552, C40 1.503
37 N -3.24779 -2.31402 -4.96753  C32 1.479, C36 1.466, O38 1.415
38 O -3.07184 -3.57016 -4.34029  N37 1.415, H60 0.961
39 C -1.35931 -3.06115 -6.56270  C36 1.552, H51 1.086, H52 1.074, H53 1.098
40 C -0.96273 -1.67695 -4.54085  C36 1.503, H54 1.093, H55 1.089, H56 1.085
41 C -4.24656 -3.70458 -6.93454  C32 1.593, H57 1.108, H58 1.099, H59 1.087
42 H -5.89574 -1.70810 -4.64840  C31 1.102
43 H -5.37661 -3.40281 -4.22056  C31 1.094
44 H -6.47836 -2.96915 -5.58028  C31 1.088
45 H -5.37921 -1.29320 -7.40978  C33 1.089
46 H -4.95562 -0.43938 -6.08869  C33 1.087
47 H -3.44584 0.30638 -7.68282  C34 1.086
48 H -3.03464 -1.27407 -8.31498  C34 1.097
49 H -2.35180 0.00237 -5.63018  C35 1.112
50 H -1.14479 -0.46133 -6.69440  C35 1.104
51 H -0.28621 -2.92231 -6.46768  C39 1.086
52 H -1.73741 -4.05109 -6.39054  C39 1.074
53 H -1.54680 -2.90796 -7.63401  C39 1.098
54 H -1.28531 -0.95629 -3.78490  C40 1.093
55 H -0.69987 -2.56004 -3.96125  C40 1.089
56 H -0.07925 -1.28283 -5.03187  C40 1.085
57 H -3.75689 -3.35492 -7.86514  C41 1.108
58 H -5.23275 -4.00480 -7.31447  C41 1.099
59 H -3.75948 -4.58526 -6.52276  C41 1.087
60 H -3.07130 -3.36881 -3.40078  O38 0.961
61 C 5.79618 4.37212 3.37300  C62 1.486, H72 1.086, H73 1.093, H74 1.096
62 C 4.56528 4.35096 2.54117  C61 1.486, C63 1.521, N67 1.518, C71 1.535
63 C 4.07019 5.76091 2.25969  C62 1.521, C64 1.562, H75 1.109, H76 1.089
64 C 4.88259 6.60870 1.23019  C63 1.562, C65 1.516, H77 1.084, H78 1.095
65 C 5.08080 5.77006 -0.01726  C64 1.516, C66 1.582, H79 1.081, H80 1.092
66 C 5.60253 4.29511 0.21857  C65 1.582, N67 1.465, C69 1.533, C70 1.595
67 N 4.69540 3.67586 1.18747  C62 1.518, C66 1.465, O68 1.415
68 O 5.04741 2.32065 1.39045  N67 1.415, H90 0.982
69 C 5.43051 3.57311 -1.12240  C66 1.533, H81 1.080, H82 1.105, H83 1.091
70 C 7.17435 4.40428 0.46425  C66 1.595, H84 1.097, H85 1.084, H86 1.098
71 C 3.45499 3.60237 3.29127  C62 1.535, H87 1.087, H88 1.099, H89 1.096
72 H 5.63515 4.93887 4.28513  C61 1.086
73 H 6.62741 4.89040 2.88898  C61 1.093
74 H 6.12682 3.33862 3.52581  C61 1.096
75 H 3.00598 5.76902 1.94708  C63 1.109
76 H 4.05529 6.24171 3.23682  C63 1.089
77 H 5.85084 6.88500 1.63057  C64 1.084
78 H 4.41948 7.57748 1.01794  C64 1.095
79 H 5.81478 6.14277 -0.71809  C65 1.081
80 H 4.12786 5.77495 -0.55081  C65 1.092
81 H 4.49232 3.82400 -1.59581  C69 1.080
82 H 6.18872 3.94412 -1.83510  C69 1.105
83 H 5.51280 2.48541 -1.09350  C69 1.091
84 H 7.65724 3.58332 1.00770  C70 1.097
85 H 7.58267 4.55509 -0.52849  C70 1.084
86 H 7.44205 5.28216 1.06745  C70 1.098
87 H 3.31570 4.07469 4.26060  C71 1.087
88 H 3.73806 2.54889 3.42377  C71 1.099
89 H 2.47294 3.60383 2.80578  C71 1.096
90 H 5.99259 2.25332 1.64644  O68 0.982
91 C -1.07170 -5.79000 -2.46546  C92 1.536, H102 1.090, H103 1.095, H104 1.082
92 C 0.23124 -6.16600 -1.74459  C91 1.536, C93 1.524, N97 1.457, C101 1.569
93 C 1.24489 -5.13853 -2.23416  C92 1.524, C94 1.533, H105 1.104, H106 1.092
94 C 1.00769 -3.71442 -1.71969  C93 1.533, C95 1.589, H107 1.095, H108 1.098
95 C 0.94163 -3.82879 -0.13605  C94 1.589, C96 1.518, H109 1.084, H110 1.100
96 C 0.02266 -4.89600 0.43032  C95 1.518, N97 1.474, C99 1.521, C100 1.545
97 N 0.29041 -6.15508 -0.28836  C92 1.457, C96 1.474, O98 1.460
98 O -0.71101 -7.12307 0.15046  N97 1.460, H120 0.959
99 C 0.42888 -5.07255 1.88535  C96 1.521, H111 1.092, H112 1.081, H113 1.093
100 C -1.46122 -4.47133 0.36405  C96 1.545, H114 1.108, H115 1.085, H116 1.094
101 C 0.80032 -7.54023 -2.24299  C92 1.569, H117 1.088, H118 1.074, H119 1.087
102 H -1.15971 -6.26788 -3.44076  C91 1.090
103 H -1.05364 -4.75270 -2.81599  C91 1.095
104 H -1.98070 -5.98343 -1.91162  C91 1.082
105 H 2.26857 -5.48907 -2.01452  C93 1.104
106 H 1.30711 -5.26691 -3.31715  C93 1.092
107 H 0.07913 -3.31395 -2.13852  C94 1.095
108 H 1.77864 -2.99814 -2.03405  C94 1.098
109 H 0.81079 -2.90809 0.42052  C95 1.084
110 H 1.95324 -4.13346 0.17136  C95 1.100
111 H 0.11622 -4.22775 2.50282  C99 1.092
112 H -0.15747 -5.91968 2.21414  C99 1.081
113 H 1.50043 -5.25186 2.00640  C99 1.093
114 H -1.57945 -3.55630 0.97729  C100 1.108
115 H -1.73437 -4.27186 -0.66703  C100 1.085
116 H -2.10796 -5.23753 0.80111  C100 1.094
117 H 1.00937 -7.43082 -3.30554  C101 1.088
118 H 0.13818 -8.33957 -1.96650  C101 1.074
119 H 1.77512 -7.73183 -1.80165  C101 1.087
120 H -0.25113 -7.94641 0.32389  O98 0.959
121 C 5.01606 -0.24682 -1.95047  C122 1.533, H132 1.090, H133 1.069, H134 1.110
122 C 6.02623 -1.03847 -1.11186  C121 1.533, C123 1.556, N127 1.468, C131 1.539
123 C 7.05754 -0.05252 -0.49062  C122 1.556, C124 1.486, H135 1.096, H136 1.100
124 C 7.99730 -0.63950 0.49952  C123 1.486, C125 1.529, H137 1.097, H138 1.093
125 C 7.14489 -1.36745 1.54002  C124 1.529, C126 1.499, H139 1.099, H140 1.092
126 C 6.09069 -2.31091 1.04337  C125 1.499, N127 1.497, C129 1.571, C130 1.556
127 N 5.26930 -1.59969 0.01356  C122 1.468, C126 1.497, O128 1.382
128 O 4.34312 -2.50089 -0.47685  N127 1.382, H150 0.966
129 C 6.75803 -3.68880 0.69036  C126 1.571, H141 1.080, H142 1.090, H143 1.098
130 C 5.12275 -2.56548 2.23482  C126 1.556, H144 1.077, H145 1.086, H146 1.097
131 C 6.79323 -2.00236 -2.03400  C122 1.539, H147 1.071, H148 1.097, H149 1.101
132 H 4.76019 0.71783 -1.51346  C121 1.090
133 H 4.17097 -0.80385 -2.29352  C121 1.069
134 H 5.52953 0.07889 -2.87893  C121 1.110
135 H 7.57917 0.42763 -1.32697  C123 1.096
136 H 6.43184 0.73287 -0.04043  C123 1.100
137 H 8.62208 0.18069 0.87364  C124 1.097
138 H 8.65313 -1.35328 -0.00627  C124 1.093
139 H 6.67839 -0.60041 2.17378  C125 1.099
140 H 7.69893 -1.93080 2.29343  C125 1.092
141 H 7.65804 -3.59266 0.10084  C129 1.080
142 H 7.05405 -4.13738 1.63864  C129 1.090
143 H 6.11689 -4.40129 0.15397  C129 1.098
144 H 4.61655 -1.65437 2.50492  C130 1.077
145 H 4.37810 -3.32186 2.00350  C130 1.086
146 H 5.73195 -2.90916 3.08019  C130 1.097
147 H 7.69984 -2.35699 -1.58709  C131 1.071
148 H 7.10349 -1.31750 -2.83269  C131 1.097
149 H 6.26697 -2.87006 -2.46182  C131 1.101
150 H 4.59745 -2.95215 -1.29263  O128 0.966
151 C -3.67317 2.09387 -2.90245  C152 1.540, H162 1.106, H163 1.086, H164 1.109
152 C -4.34830 3.37889 -3.41566  C151 1.540, C153 1.535, N157 1.493, C161 1.527
153 C -3.84800 3.61112 -4.84854  C152 1.535, C154 1.531, H165 1.105, H166 1.080
154 C -4.37951 2.61675 -5.88487  C153 1.531, C155 1.498, H167 1.091, H168 1.107
155 C -5.87737 2.61977 -5.84281  C154 1.498, C156 1.517, H169 1.096, H170 1.099
156 C -6.47417 2.41454 -4.46323  C155 1.517, N157 1.483, C159 1.563, C160 1.543
157 N -5.83912 3.34479 -3.49814  C152 1.493, C156 1.483, O158 1.397
158 O -6.28824 3.07978 -2.20219  N157 1.397, H180 0.961
159 C -7.95346 2.91261 -4.54446  C156 1.563, H171 1.082, H172 1.084, H173 1.093
160 C -6.44568 0.90355 -4.15273  C156 1.543, H174 1.108, H175 1.087, H176 1.095
161 C -3.99019 4.58253 -2.54735  C152 1.527, H177 1.080, H178 1.103, H179 1.078
162 H -4.02054 1.73257 -1.91661  C151 1.106
163 H -2.63846 2.38304 -2.74680  C151 1.086
164 H -3.71283 1.26650 -3.63962  C151 1.109
165 H -4.18352 4.57990 -5.26164  C153 1.105
166 H -2.77426 3.64946 -4.74390  C153 1.080
167 H -3.95431 1.62482 -5.72286  C154 1.091
168 H -4.03217 2.86909 -6.90479  C154 1.107
169 H -6.35829 1.97320 -6.58587  C155 1.096
170 H -6.16807 3.62038 -6.19317  C155 1.099
171 H -8.44658 2.69779 -3.60588  C159 1.082
172 H -8.09992 3.94406 -4.84347  C159 1.084
173 H -8.47066 2.33280 -5.31251  C159 1.093
174 H -6.80905 0.63569 -3.14062  C160 1.108
175 H -7.10120 0.47502 -4.90633  C160 1.087
176 H -5.42081 0.52556 -4.22206  C160 1.095
177 H -4.43348 5.44769 -3.01756  C161 1.080
178 H -2.90855 4.79207 -2.60941  C161 1.103
179 H -4.19129 4.46316 -1.49473  C161 1.078
180 H -5.82361 2.33617 -1.80814  O158 0.961
181 C 1.23306 -3.41963 5.77502  C182 1.513, H192 1.076, H193 1.101, H194 1.091
182 C 1.03888 -2.07840 6.44804  C181 1.513, C183 1.559, N187 1.466, C191 1.546
183 C 1.40802 -1.07210 5.31571  C182 1.559, C184 1.532, H195 1.092, H196 1.106
184 C 1.02148 0.37859 5.61863  C183 1.532, C185 1.495, H197 1.085, H198 1.100
185 C -0.41045 0.42992 6.04432  C184 1.495, C186 1.502, H199 1.115, H200 1.093
186 C -0.81656 -0.56319 7.09531  C185 1.502, N187 1.465, C189 1.560, C190 1.550
187 N -0.39989 -1.90114 6.66651  C182 1.466, C186 1.465, O188 1.436
188 O -0.65571 -2.82712 7.73334  N187 1.436, H210 0.970
189 C -0.34074 0.02610 8.45902  C186 1.560, H201 1.076, H202 1.086, H203 1.077
190 C -2.36483 -0.55279 7.16502  C186 1.550, H204 1.090, H205 1.104, H206 1.106
191 C 2.08308 -1.97797 7.58414  C182 1.546, H207 1.096, H208 1.095, H209 1.089
192 H 1.03183 -4.21483 6.47178  C181 1.076
193 H 2.28083 -3.52575 5.45549  C181 1.101
194 H 0.60783 -3.58516 4.89591  C181 1.091
195 H 2.46938 -1.21409 5.10207  C183 1.092
196 H 0.91783 -1.40956 4.38382  C183 1.106
197 H 1.14851 1.02362 4.75579  C184 1.085
198 H 1.69626 0.77749 6.39024  C184 1.100
199 H -1.04732 0.24914 5.14753  C185 1.115
200 H -0.60906 1.44508 6.39822  C185 1.093
201 H -1.07322 0.75791 8.75017  C189 1.076
202 H -0.35104 -0.68657 9.27885  C189 1.086
203 H 0.64107 0.46116 8.37549  C189 1.077
204 H -2.76496 -1.16903 7.96995  C190 1.090
205 H -2.63773 0.50955 7.28935  C190 1.104
206 H -2.83083 -0.89438 6.22185  C190 1.106
207 H 2.33988 -0.93698 7.81000  C191 1.096
208 H 3.00507 -2.38459 7.15571  C191 1.095
209 H 1.86395 -2.59356 8.45557  C191 1.089
210 H -1.32744 -3.39436 7.32365  O188 0.970
211 C -1.42647 2.75825 0.39340  C212 1.572, H222 1.091, H223 1.108, H224 1.101
212 C -1.89402 3.10100 1.85474  C211 1.572, C213 1.538, N217 1.465, C221 1.519
213 C -2.00525 4.62826 1.99938  C212 1.538, C214 1.517, H225 1.097, H226 1.114
214 C -2.76001 5.10479 3.22543  C213 1.517, C215 1.543, H227 1.073, H228 1.079
215 C -4.15333 4.44346 3.28358  C214 1.543, C216 1.529, H229 1.114, H230 1.103
216 C -4.09949 2.92456 3.12051  C215 1.529, N217 1.495, C219 1.589, C220 1.535
217 N -3.25891 2.57475 1.93528  C212 1.465, C216 1.495, O218 1.419
218 O -3.09059 1.16607 1.93743  N217 1.419, H240 0.973
219 C -3.61389 2.29876 4.49842  C216 1.589, H231 1.084, H232 1.092, H233 1.095
220 C -5.47939 2.30930 2.84745  C216 1.535, H234 1.101, H235 1.096, H236 1.097
221 C -0.86902 2.62643 2.87100  C212 1.519, H237 1.097, H238 1.105, H239 1.102
222 H -2.20382 3.18570 -0.24221  C211 1.091
223 H -1.26836 1.67340 0.23161  C211 1.108
224 H -0.46261 3.28090 0.29207  C211 1.101
225 H -0.96392 4.97263 1.98035  C213 1.097
226 H -2.45186 5.13788 1.11500  C213 1.114
227 H -2.88261 6.16873 3.29778  C214 1.073
228 H -2.17073 4.89776 4.10555  C214 1.079
229 H -4.82848 4.82494 2.48408  C215 1.114
230 H -4.66343 4.53394 4.25766  C215 1.103
231 H -4.52204 2.13305 5.06701  C219 1.084
232 H -3.11978 1.32473 4.48750  C219 1.092
233 H -3.00995 3.00632 5.07672  C219 1.095
234 H -5.42645 1.21354 2.75178  C220 1.101
235 H -6.16981 2.55340 3.66296  C220 1.096
236 H -5.89159 2.65506 1.89098  C220 1.097
237 H -0.58882 1.56724 2.93314  C221 1.097
238 H -1.01097 3.04847 3.88259  C221 1.105
239 H 0.05419 3.10092 2.49945  C221 1.102
240 H -2.64516 0.70927 2.67257  O218 0.973

Strongest force on any atom (eV/Å): 3.57
ΔE to the lowest compared entry with this formula, charge and spin (kJ/mol): 0.00
Charge: 0
HOMO-LUMO gap (eV): 8.36